The following is a quantum chemistry calculation of a cluster of 2 separate species, C2H5IN2 in total at a distorted geometry, from the OMol25 dataset.

Output
Energy above the lowest of the compared OMol25 structures with the same formula, charge and spin: 5.490 eV
Strongest force on any atom: 3.48 eV/A
HOMO (spin up / spin down): -8.7 / -8.7 eV
Total energy: -13228.9621 eV
Frontier orbital gap (spin up / spin down): 7.72 / 7.72 eV

ORCA input file:
```
! RIJCOSX wB97M-V def2-TZVPD def2/J DEFGRID3
* xyz 0 1
C 0.806 0.296 -0.809
C 0.029 -0.919 -0.493
N 0.439 -0.124 0.542
N -0.466 0.462 1.355
I 0.599 -2.934 -0.539
H 1.864 0.224 -0.993
H 0.276 1.287 -1.231
H -1.886 -0.108 -0.021
H -0.262 1.543 1.404
H -1.398 0.274 0.785
*
```

Löwdin population analysis, charges in e, atoms 1 to 4: atom 1 (C): -0.19, atom 2 (C): -0.79, atom 3 (N): -0.29, atom 4 (N): -0.01

***

The following is a quantum chemistry calculation of a cluster of 2 separate species, H4S3 in total, from the OMol25 dataset.

Output
Energy above the lowest of the compared OMol25 structures with the same formula, charge and spin: 0.000 eV
Strongest force on any atom: 0.71 eV/A
HOMO (spin up / spin down): -13.5 / -13.5 eV
Expectation value of S²: 0.754
Total energy: -32561.5180 eV
Frontier orbital gap (spin up / spin down): 8.26 / 4.84 eV

ORCA input file:
```
! RIJCOSX wB97M-V def2-TZVPD def2/J DEFGRID3
* xyz 1 2
S 1.982 -0.059 -0.285
H 2.706 -0.399 0.782
H 2.933 0.655 -0.899
S -1.779 -0.890 -0.521
S -1.937 0.568 0.817
H -0.689 -0.260 -1.017
H -3.216 0.385 1.122
*
```

Löwdin population analysis, charges in e, atoms 1 to 4: atom 1 (S): 0.50, atom 2 (H): -0.19, atom 3 (H): -0.19, atom 4 (S): 0.58